Record 1
2 unconnected molecules or ions with the total composition C16H29ClF5N4S in a non-equilibrium geometry, computed with wB97M-V/def2-TZVPD.

Atoms and positions in Å:
1 C 6.4203 -2.6847 1.0969
2 C 5.0463 -3.2041 0.3398
3 C 3.6617 -2.7433 1.1439
4 N 3.0630 -1.6139 0.2773
5 C 2.2354 -2.0628 -0.8947
6 C 0.6093 -1.9570 -0.6946
7 C -0.0096 -2.9880 0.4321
8 C -1.4381 -2.2885 0.9484
9 F -2.1648 -1.6427 -0.2073
10 F -1.0673 -1.3082 1.9973
11 C -2.4890 -3.3697 1.5947
12 F -3.3741 -2.5967 2.5435
13 F -1.8483 -4.5164 2.2832
14 F -3.4225 -3.8715 0.5207
15 C 3.3779 -0.3460 0.6684
16 N 4.2328 0.1928 1.8050
17 C 4.3191 1.7044 1.8015
18 N 3.4315 2.0728 0.6295
19 S 3.1671 3.7554 0.1806
20 N 2.9090 0.9166 0.0049
21 Cl 1.8795 1.2803 -1.3176
22 H 7.3320 -2.5231 0.3433
23 H 6.7836 -3.4507 1.9373
24 H 6.1540 -1.6335 1.5737
25 H 5.0816 -4.3653 0.1516
26 H 5.0265 -2.6937 -0.7385
27 H 2.9566 -3.6798 1.2200
28 H 3.8830 -2.3922 2.2392
29 H 2.5660 -3.1827 -1.1406
30 H 2.5101 -1.4417 -1.8599
31 H 0.2736 -0.8761 -0.3979
32 H 0.1271 -2.2866 -1.7348
33 H 0.7540 -3.1094 1.3164
34 H -0.2249 -4.0770 0.0033
35 H 4.9001 2.4515 2.4905
36 H 1.7873 3.9810 0.0355
37 C -5.2018 4.6661 -2.0189
38 C -4.2881 3.5212 -2.4270
39 C -4.6277 2.1988 -1.7346
40 C -4.4905 2.2015 -0.2068
41 C -3.1060 2.5785 0.3266
42 C -2.0122 1.6111 -0.0987
43 H -5.1116 4.8950 -0.9532
44 H -4.9401 5.5717 -2.5756
45 H -6.2478 4.4273 -2.2354
46 H -3.2452 3.7966 -2.2381
47 H -4.3756 3.3763 -3.5109
48 H -3.9934 1.4101 -2.1556
49 H -5.6589 1.9209 -1.9870
50 H -4.7533 1.2029 0.1633
51 H -5.2302 2.8856 0.2235
52 H -3.1502 2.5925 1.4225
53 H -2.8391 3.5945 0.0176
54 H -2.2399 0.5934 0.2333
55 H -1.0565 1.9058 0.3470
56 H -1.8815 1.6007 -1.1845

Lowest unoccupied orbital energy: -0.154 hartree
Total charge: +1
Highest occupied orbital energy: -12.65 eV
HOMO-LUMO gap: 8.469 eV

---

Record 2
A gas-phase ion, C16H29FN3O2 (charge +1) in a non-equilibrium geometry, computed with wB97M-V/def2-TZVPD.

Atoms and positions in Å:
1 C -4.4850 -2.5620 1.2354
2 O -4.7080 -1.1586 0.7702
3 C -4.5288 -1.0961 -0.6884
4 C -2.9768 -0.9321 -1.1904
5 C -2.3875 0.6248 -1.0285
6 C -1.0589 0.6726 -0.0698
7 C 0.3652 0.8675 -0.8682
8 C 1.5334 0.0826 -0.0280
9 C 2.2471 -1.2383 -0.5489
10 C 1.7526 -1.7517 -2.0657
11 C 0.2200 -2.3320 -2.0857
12 C 0.1207 -3.8943 -2.6756
13 F -0.5269 -1.5103 -3.1122
14 N 3.2608 -2.1009 0.0451
15 N 3.6288 -1.5843 1.2366
16 C 3.1975 -0.3854 1.9540
17 O 3.8361 -0.0507 3.2575
18 C 2.0558 0.6081 1.4175
19 C 1.5580 1.9513 2.2010
20 C 2.4045 3.2520 1.5770
21 C 1.3423 4.3941 0.9845
22 N 1.9717 5.7484 1.2384
23 H -4.1252 -2.5176 2.3693
24 H -5.5041 -3.1826 1.1852
25 H -3.7287 -3.1371 0.5486
26 H -5.1661 -0.2299 -1.1970
27 H -4.9792 -2.1064 -1.1316
28 H -2.9533 -1.2869 -2.3272
29 H -2.2959 -1.6226 -0.5113
30 H -2.2451 1.1518 -2.0833
31 H -3.2420 1.2439 -0.4696
32 H -0.9489 -0.2877 0.6312
33 H -1.2295 1.5767 0.6910
34 H 0.3271 0.6363 -2.0132
35 H 0.6258 2.0296 -0.7822
36 H 2.4483 -2.6295 -2.4771
37 H 1.8444 -0.8807 -2.8660
38 H -0.3107 -2.3517 -1.0424
39 H 0.0526 -4.6984 -1.8291
40 H -0.9286 -3.9227 -3.2442
41 H 0.9435 -4.0880 -3.4838
42 H 4.3766 -2.1679 1.7248
43 H 3.1431 -0.1274 3.9803
44 H 0.3876 2.1365 2.1453
45 H 1.8897 1.8509 3.3293
46 H 3.1262 2.9177 0.6885
47 H 3.0472 3.7259 2.4602
48 H 0.3224 4.3755 1.5946
49 H 1.1695 4.2981 -0.1781
50 H 2.3915 5.8277 2.1922
51 H 2.7390 5.8617 0.5394

Lowest unoccupied orbital energy: -0.180 hartree
Total charge: +1
Highest occupied orbital energy: -11.81 eV
HOMO-LUMO gap: 6.906 eV

---

Record 3
3 unconnected molecules or ions with the total composition C16H29FNO9P in a non-equilibrium geometry, computed with wB97M-V/def2-TZVPD.

Atoms and positions in Å:
1 C 3.3954 1.3980 1.4297
2 C 3.2728 3.0058 1.6885
3 O 1.9044 3.4340 1.8769
4 C 1.2085 3.5539 0.6050
5 C -0.3962 3.3172 0.8093
6 O -0.7093 2.1031 0.1047
7 P -1.9147 1.1158 0.8626
8 C -0.6056 0.5384 2.0951
9 C -3.1716 2.5104 1.0439
10 C -3.2904 3.1816 2.5003
11 F -2.7397 4.5436 2.5157
12 O -3.1486 0.0047 1.4414
13 C -3.1667 -0.1567 2.8313
14 N -2.9751 -0.4972 3.9844
15 H 3.0121 1.1641 0.3723
16 H 2.8168 0.8111 2.2325
17 H 4.5231 1.1340 1.4277
18 H 3.8498 3.2671 2.6556
19 H 3.8127 3.5387 0.8277
20 H 1.4318 4.5423 0.0526
21 H 1.5823 2.7171 -0.1064
22 H -0.5593 3.3050 1.9397
23 H -0.8892 4.2533 0.3320
24 H -1.9671 0.3764 -0.3901
25 H 0.4383 0.8431 1.6894
26 H -0.6624 1.0509 3.1344
27 H -0.5248 -0.6149 2.2021
28 H -3.0967 3.3384 0.2353
29 H -4.2095 2.0281 0.8454
30 H -2.7954 2.5971 3.3476
31 H -4.4145 3.3116 2.7332
32 C -2.7849 -3.4715 -4.2004
33 C -2.1796 -2.2663 -3.5143
34 C -2.0675 -2.4074 -2.0252
35 O -2.1102 -1.0514 -1.5899
36 C -2.8245 -0.3654 -2.5306
37 O -3.2216 0.7570 -2.3955
38 O -3.0295 -1.1279 -3.6412
39 H -3.0386 -3.2342 -5.2367
40 H -2.0930 -4.3166 -4.1902
41 H -3.7150 -3.7772 -3.7128
42 H -1.2153 -2.0174 -3.9715
43 H -1.1358 -2.8850 -1.7172
44 H -2.9092 -2.9407 -1.5719
45 C 4.0122 -2.9573 0.9526
46 C 3.7190 -3.0431 -0.5297
47 C 3.0868 -1.8072 -1.0971
48 O 2.3641 -2.3210 -2.2096
49 C 2.0528 -3.6133 -1.9064
50 O 1.2855 -4.2910 -2.5293
51 O 2.7269 -4.0314 -0.7961
52 H 4.2664 -3.9433 1.3500
53 H 4.8402 -2.2726 1.1495
54 H 3.1358 -2.6124 1.5087
55 H 4.6264 -3.3224 -1.0774
56 H 3.8224 -1.0688 -1.4205
57 H 2.3751 -1.3281 -0.4167

Lowest unoccupied orbital energy: 0.014 hartree
Total charge: 0
Highest occupied orbital energy: -9.67 eV
HOMO-LUMO gap: 10.036 eV